Entry 1:
{
  "formula": "C39H47GeN4O4TeW",
  "method": "ωB97M-V/def2-TZVPD",
  "elements": ["H", "H", "C", "H", "H", "C", "C", "C", "O", "N", "C", "H", "C", "C", "H", "C", "H", "H", "H", "H", "C", "H", "C", "H", "Te", "C", "H", "H", "H", "C", "N", "H", "H", "H", "W", "H", "H", "H", "C", "H", "C", "C", "H", "H", "H", "C", "C", "H", "C", "H", "C", "O", "H", "C", "C", "H", "H", "C", "C", "H", "H", "H", "C", "H", "H", "C", "O", "C", "C", "H", "H", "H", "O", "C", "H", "C", "C", "N", "H", "H", "H", "Ge", "H", "C", "H", "C", "C", "H", "H", "C", "H", "C", "C", "C", "C", "N", "C"],
  "positions_angstrom": [[1.827654, -8.328029, -0.896833], [0.532572, 2.011614, 1.772349], [0.369764, -3.021985, 2.418562], [-0.700887, 6.859207, -0.536921], [1.745925, 1.552226, -0.758581], [-0.870352, 5.824701, -0.825173], [3.000242, -1.150794, 0.568347], [0.368550, -3.005714, 3.802750], [-2.883906, 4.652536, -3.040582], [-1.198628, 1.782463, -0.783258], [2.077536, -0.159838, 0.912800], [-0.116501, -8.014469, 0.594182], [-3.768363, -0.273482, 1.702116], [3.802105, 1.082830, 2.026829], [1.629021, -2.576161, -0.316819], [1.996392, 3.434169, 1.144869], [2.371370, 1.896606, -4.640274], [1.318978, -2.966735, 1.893068], [0.920190, 3.203696, -2.318174], [5.029003, -1.775801, 0.752642], [-0.825743, -3.106454, 1.708948], [-0.781183, 5.774738, -1.910347], [1.595405, 2.185058, 1.938838], [1.641135, -4.225724, -2.008166], [-0.260704, -2.407143, -2.991575], [0.846088, 0.633845, -3.755499], [-1.172427, -5.825797, 0.805745], [-2.957739, -3.312154, 1.881389], [-4.779839, -0.218515, 2.060449], [1.841876, -6.285538, -1.542595], [-2.387407, 2.468550, -2.724744], [-4.316825, 4.640459, 1.490652], [3.113631, -3.251191, 0.288508], [-4.006557, -1.057864, -0.387514], [-0.518740, -0.694519, -1.066552], [1.597239, 4.328123, 1.617824], [3.163599, -3.240425, -2.191809], [-2.373206, -3.489360, -0.537576], [-2.603667, 0.038318, 2.401841], [4.103703, 1.957113, 2.587776], [2.707169, -2.384922, -0.240273], [1.232145, -5.043473, -1.435548], [5.745479, 0.184594, 2.068450], [-2.954472, -3.308563, 4.338398], [-2.300519, 5.416444, 0.729034], [-1.532879, -0.196743, 1.527318], [3.318859, -2.314415, -1.638720], [1.697894, 2.396106, 3.006656], [1.357078, -7.358713, -0.815490], [2.883212, 0.887184, -1.948133], [4.318952, -0.995504, 0.992070], [0.857456, 0.501747, -2.293832], [-2.522294, 0.392273, 3.412241], [-2.601509, 3.779550, -2.267130], [-2.021637, -3.218278, 3.801020], [-4.692528, 4.017831, -0.858291], [0.774255, 2.631357, -4.638284], [-3.382955, -0.708919, 0.422399], [-0.330815, -5.937205, 0.131002], [4.391620, -2.144679, -1.581782], [2.694217, -6.415251, -2.193883], [1.302909, -2.938571, 4.342913], [-1.803556, 1.536717, -1.926977], [2.645306, 3.238293, -2.685784], [3.077582, 3.539746, 1.083001], [1.759173, 2.608256, -2.683956], [-1.760031, 0.320010, -2.367027], [-0.159682, -0.097786, 1.660329], [0.267319, -7.181673, 0.021541], [0.254949, 0.071579, 2.648080], [-2.686582, 2.219150, -3.657952], [-3.022999, 5.985831, -0.770600], [-1.079912, 3.185428, 0.980329], [2.473533, 0.990053, 1.620289], [1.600645, 3.406951, 0.128483], [-2.238707, 5.349090, -0.355542], [-0.831869, -3.095255, 4.495761], [-2.034609, -0.652772, 0.310433], [-3.438672, 3.144911, 1.806344], [-0.835240, -3.089650, 5.576594], [2.879012, -1.505657, -2.223857], [-0.888531, -3.199029, -0.246605], [-0.183171, 0.518026, -4.087831], [-2.548950, 3.906998, -0.755960], [-4.105121, 2.388311, -0.573574], [0.135992, -4.845217, -0.605273], [-1.540136, 2.944768, -0.111680], [-5.166337, 3.107457, 1.465573], [-0.074188, 5.227104, -0.376903], [-4.227552, 3.594569, 1.205257], [1.444604, -0.182634, -4.170075], [1.456654, 2.010715, -4.061031], [1.918208, 1.381246, -1.814279], [4.725206, 0.098902, 1.727670], [-2.018705, -3.224234, 2.411454], [0.659397, -0.318194, 0.621337], [-3.963972, 3.437575, -0.285194]],
  "forces_ev_per_angstrom": [[0.02, -0.05, -0.01], [0.25, 0.11, -0.04], [0.14, 0.03, -0.11], [-0.02, 0.06, 0.04], [-0.04, 0.02, -0.12], [0.05, -0.08, -0.03], [0.19, 0.05, 0.02], [0.01, 0.00, 0.05], [-0.06, -0.13, 0.13], [-0.46, -0.60, -0.42], [-0.49, 0.05, 0.14], [-0.02, -0.03, 0.03], [0.36, -0.07, -0.31], [-0.11, 0.00, -0.09], [0.29, 0.15, 0.02], [-0.03, -0.02, 0.04], [-0.01, -0.03, 0.00], [-0.09, -0.03, 0.06], [-0.01, 0.00, 0.00], [0.05, -0.04, -0.02], [0.02, -0.09, 0.03], [0.00, 0.00, -0.05], [-0.06, -0.03, 0.01], [-0.13, -0.04, -0.05], [-0.10, -0.15, 0.18], [0.10, -0.03, -0.11], [-0.02, 0.03, 0.00], [-0.06, 0.00, -0.05], [-0.09, 0.01, 0.06], [-0.03, 0.00, 0.03], [-0.04, -0.12, 0.30], [0.03, 0.05, 0.00], [0.00, -0.01, -0.03], [0.08, 0.01, -0.02], [0.45, 2.00, -1.07], [-0.08, 0.05, 0.01], [0.12, 0.11, 0.04], [0.02, -0.02, -0.05], [0.05, -0.08, -0.29], [0.05, 0.04, 0.04], [-0.28, -0.12, -0.09], [-0.04, -0.01, 0.01], [0.09, 0.00, 0.02], [-0.08, -0.01, 0.03], [0.02, -0.01, 0.00], [-0.58, 0.04, 0.09], [0.05, 0.02, -0.03], [0.03, 0.00, 0.00], [0.03, -0.04, -0.01], [-0.03, -0.07, -0.05], [-0.04, -0.02, -0.02], [0.52, 0.00, -0.26], [0.01, 0.06, 0.16], [0.05, 0.06, -0.07], [-0.04, 0.00, -0.04], [-0.01, -0.01, 0.04], [0.00, 0.00, 0.01], [0.52, 0.17, 0.26], [-0.04, 0.00, -0.01], [0.09, 0.05, 0.01], [0.06, 0.02, -0.05], [0.05, 0.01, 0.03], [0.08, -0.29, -0.43], [0.04, -0.01, 0.03], [0.09, 0.02, 0.02], [-0.04, -0.03, 0.07], [-0.33, 0.44, 0.05], [0.39, -0.47, 0.09], [-0.02, -0.04, 0.05], [0.08, 0.16, -0.10], [0.01, -0.03, 0.04], [0.02, -0.02, -0.01], [-0.18, 0.02, 0.00], [0.22, 0.04, 0.05], [0.01, 0.00, 0.02], [-0.14, 0.04, 0.04], [0.05, -0.01, 0.07], [-0.50, -0.23, 0.15], [0.02, -0.02, 0.01], [0.01, 0.00, 0.05], [-0.01, 0.06, 0.00], [-0.32, -0.98, 0.32], [0.05, 0.03, 0.08], [0.14, -0.12, 0.00], [0.05, 0.07, 0.02], [-0.07, -0.12, 0.08], [0.41, 0.31, 0.14], [-0.04, -0.02, -0.03], [0.00, 0.00, 0.00], [0.01, 0.01, 0.04], [-0.04, 0.05, 0.10], [-0.09, -0.10, 0.00], [-0.12, 0.21, 0.17], [-0.12, 0.02, -0.01], [0.04, 0.02, 0.06], [-0.29, -0.32, 0.51], [-0.13, 0.04, -0.07]],
  "mulliken_charge": [0.394, -0.089, 0.355, 0.504, -1.461, -1.134, -0.499, -0.600, -0.591, 1.336, -0.533, 0.424, -1.086, -0.703, -2.042, -1.112, 0.291, 0.251, -0.289, 0.591, 0.210, 0.291, -0.438, -0.157, -0.275, -0.907, 0.341, 0.539, 0.531, -0.858, 0.268, 0.338, 0.940, 0.568, 1.579, 0.388, 0.437, -0.235, -0.898, 0.580, 1.214, 0.446, 0.438, 0.458, 0.474, 0.882, -1.382, 0.655, -0.579, 0.654, -0.557, 0.031, 0.651, -0.265, -0.729, 0.521, 0.412, -1.082, -0.825, 0.443, 0.446, 0.503, -0.195, 0.684, 0.512, -0.010, -0.854, -1.127, -0.685, 0.143, 0.346, 0.441, -0.654, 0.934, -0.071, -1.180, -0.602, 1.643, 0.241, 0.421, 0.067, 0.581, 0.425, 2.057, 0.229, 0.367, -1.069, 0.426, 0.120, -1.254, 0.514, -1.121, 0.800, -1.297, -0.310, 1.235, -0.815],
  "homo_energy_ha": [-0.3897, -0.4045],
  "spin_multiplicity": 3,
  "total_charge": 1,
  "orbital_gap_ev": [6.33, 6.24]
}


Entry 2:
{
  "formula": "C39H48BN9ORuSi2",
  "method": "ωB97M-V/def2-TZVPD",
  "elements": ["C", "C", "H", "N", "H", "H", "H", "C", "H", "C", "C", "H", "Si", "N", "H", "C", "H", "H", "C", "C", "C", "C", "C", "C", "Ru", "C", "N", "H", "H", "H", "N", "O", "H", "C", "H", "H", "H", "H", "H", "C", "H", "H", "H", "H", "C", "C", "C", "C", "H", "Si", "H", "H", "C", "H", "H", "N", "C", "H", "H", "H", "H", "C", "H", "C", "C", "H", "C", "C", "H", "C", "H", "H", "B", "C", "C", "N", "C", "H", "N", "H", "H", "C", "H", "H", "C", "C", "C", "C", "H", "N", "C", "N", "H", "C", "H", "H", "H", "C", "H", "C", "H"],
  "positions_angstrom": [[-5.008382, 3.834010, 4.028704], [-2.756480, 0.528792, -0.916958], [2.167922, 1.053161, -2.885617], [-3.293992, 2.820668, 3.270302], [0.684785, 5.519729, 1.454279], [-1.478939, -3.119171, -3.332005], [-2.032546, 3.534881, -4.173992], [1.050261, -6.000353, 0.713183], [-0.369529, 4.023062, -2.490823], [6.180860, -1.226291, -0.158215], [-1.080323, -2.218280, -2.853831], [-3.080498, 0.809107, 4.931585], [2.197259, -2.043447, 0.400137], [-4.603104, 3.099712, 3.005601], [-2.653325, 2.298581, -3.086518], [-1.970776, 2.473005, -3.913745], [-0.471637, -2.088599, 3.108854], [-0.626889, 2.649994, -1.405657], [-4.115049, 1.653022, 0.378162], [2.108756, -1.170192, 2.046697], [-0.314961, -5.890376, 0.936170], [-0.959679, 4.202849, 2.133503], [0.247825, 4.534035, 1.547341], [6.452705, -1.815993, -1.388577], [-0.114665, 0.321992, 0.823855], [0.028184, -1.620354, -5.037624], [-2.923188, 1.510938, 1.002973], [1.007680, -1.921578, -4.644919], [-2.024042, -1.679447, 5.333951], [5.654734, -2.915339, -3.061171], [1.630355, 0.202427, -1.081501], [1.169968, -1.050944, -0.584266], [2.069782, 1.964932, 3.431018], [-3.976127, 4.046281, 4.977611], [-0.121906, -2.477804, -2.394626], [-2.214307, -0.136498, -5.409339], [3.368565, -3.010497, -2.138525], [-4.916592, 2.178144, 0.867633], [2.602102, 0.270518, -0.797473], [-0.513718, 2.158401, -3.547542], [1.526168, -6.972843, 0.715064], [-6.033140, 4.186336, 4.058686], [-2.719756, -1.760409, -4.947167], [2.018629, -1.852034, 5.380088], [-4.048613, 1.033894, -0.856315], [3.868917, -1.922674, -0.330653], [-0.939452, -1.134759, -3.931817], [2.028121, -1.264331, 4.466121], [2.315949, 0.845956, 1.261040], [-0.138988, 0.370827, -3.240384], [0.237984, 3.564314, -4.987820], [1.974528, 0.626896, 5.500103], [5.439329, -2.451781, -2.102983], [1.697316, 3.115542, 0.593321], [-1.991639, -4.556175, 1.122874], [-1.121310, -0.166473, 2.573417], [2.000856, 0.132107, 4.535652], [-1.774369, -1.928939, -2.055924], [0.182051, -0.869987, -5.826975], [-0.646534, -2.540390, 0.770238], [4.699178, -0.836315, 1.343331], [-0.925218, -4.637820, 0.945185], [-1.895005, 3.273278, 4.841928], [0.769063, 3.317391, 1.108726], [-2.305208, -0.823186, -4.563090], [-0.907203, -6.780991, 1.117124], [-0.105835, 2.974435, -2.309290], [-1.853046, -1.006621, 4.503340], [0.142113, 1.928618, -5.651452], [2.068541, -1.905900, 3.238390], [-2.273208, -0.049589, -1.699081], [-4.832281, 0.963821, -1.597454], [-2.368339, 2.009260, 2.386629], [1.213297, -3.591956, 0.497208], [1.597795, 0.185795, -2.553341], [-1.934051, 0.737778, 3.143309], [2.043967, 0.880660, 3.378535], [-2.314312, 1.904954, -4.783731], [-2.083437, 0.824540, 0.191106], [-0.427325, -2.498708, -5.506131], [6.972390, -0.727722, 0.391766], [4.155763, -2.502245, -1.579019], [2.077637, -2.995278, 3.197982], [-4.027481, 4.607031, 5.902508], [1.810997, -4.855996, 0.491270], [-1.059737, -1.224843, 3.375986], [-2.393890, 0.247802, 4.311975], [0.395723, 2.506299, -4.750697], [0.972867, 2.933089, -2.119549], [-0.065200, 2.328314, 1.423208], [2.103988, 0.239477, 2.135296], [-1.120146, 2.867335, 2.051471], [2.095647, -0.710918, -2.929921], [4.897965, -1.285250, 0.373873], [2.880752, -4.951073, 0.311381], [7.461689, -1.789523, -1.788312], [1.464042, 2.368438, -4.541325], [-0.164072, -3.500319, 0.737021], [-1.710736, 4.838229, 2.587750], [-2.904660, 3.388114, 4.459987], [-3.030124, -0.408595, -3.859062]],
  "forces_ev_per_angstrom": [[-0.14, -0.03, -0.07], [0.18, 0.03, -0.11], [0.04, 0.08, -0.03], [0.28, -0.02, -0.15], [-0.08, -0.24, 0.02], [0.02, 0.05, 0.06], [-0.01, -0.08, 0.04], [0.03, 0.09, -0.03], [0.07, -0.11, 0.04], [0.07, 0.00, -0.06], [0.05, -0.17, 0.12], [0.10, -0.06, -0.19], [-0.38, 0.27, 0.30], [0.41, 0.09, 0.36], [-0.04, -0.06, 0.11], [0.06, 0.02, -0.30], [-0.08, 0.12, 0.02], [-0.04, 0.04, -0.03], [0.24, -0.04, 0.22], [0.07, 0.40, 0.03], [-0.01, 0.01, 0.03], [-0.05, 0.12, -0.03], [0.01, 0.10, 0.00], [-0.03, 0.02, 0.08], [-0.34, 2.00, 1.26], [0.29, 0.14, -0.06], [-0.29, 0.14, -0.34], [-0.20, 0.02, -0.07], [0.04, 0.17, -0.19], [-0.01, 0.06, 0.13], [-0.66, 0.32, 0.52], [-0.41, -0.82, -0.74], [-0.05, -0.11, -0.02], [-0.46, 0.20, 0.07], [-0.09, 0.01, 0.00], [-0.03, -0.10, 0.08], [0.14, 0.03, 0.12], [0.00, 0.03, 0.08], [0.30, 0.10, 0.02], [-0.49, 0.03, 0.20], [-0.03, 0.03, -0.01], [0.20, -0.05, 0.00], [0.00, 0.07, 0.02], [-0.01, 0.10, -0.11], [-0.19, 0.09, -0.08], [0.22, -0.27, -0.17], [-0.45, -0.02, 0.02], [0.01, 0.02, 0.02], [-0.01, 0.07, -0.05], [0.38, 0.40, -0.15], [0.04, -0.11, 0.02], [-0.01, -0.06, -0.07], [-0.03, 0.01, -0.04], [-0.07, -0.01, 0.05], [0.07, 0.00, 0.00], [0.61, -0.01, -0.83], [0.02, -0.17, 0.12], [0.13, -0.15, -0.15], [-0.04, -0.17, 0.13], [-0.22, 0.38, -0.02], [0.04, -0.08, -0.08], [-0.02, -0.11, -0.01], [-0.22, 0.00, -0.12], [0.15, -0.01, 0.00], [-0.03, -0.11, -0.17], [0.05, 0.08, -0.04], [0.18, 0.17, -0.03], [-0.04, -0.11, 0.06], [0.03, 0.15, 0.14], [0.05, -0.03, 0.03], [-0.17, 0.05, 0.18], [0.12, 0.00, 0.15], [-0.28, 0.05, 0.06], [0.22, -0.26, -0.03], [-0.04, -0.43, 0.34], [-0.08, 0.00, 0.32], [0.00, 0.11, -0.10], [0.04, 0.15, 0.16], [0.91, -0.40, -0.08], [0.06, 0.07, 0.02], [-0.08, -0.08, -0.06], [0.00, 0.03, -0.01], [-0.03, 0.19, 0.04], [0.00, -0.14, -0.22], [0.04, 0.00, -0.07], [-0.13, -0.12, 0.03], [-0.07, -0.06, 0.12], [0.18, -0.21, -0.17], [-0.15, 0.01, 0.00], [-0.32, -1.07, -0.19], [0.14, -0.39, 0.08], [0.01, 0.39, 0.07], [0.06, -0.04, -0.05], [0.07, 0.03, -0.10], [-0.15, -0.01, 0.04], [-0.13, 0.01, 0.03], [-0.17, 0.08, -0.05], [0.17, -0.40, -0.05], [0.15, -0.21, -0.06], [0.18, -0.28, -0.35], [0.07, -0.02, 0.01]],
  "mulliken_charge": [-0.294, -1.309, 0.746, 0.456, 0.489, 0.648, 0.584, -0.688, 0.684, -0.793, -1.617, 0.528, -0.774, -1.085, 0.232, -1.573, 0.650, 0.124, -0.005, 1.073, -0.654, -0.077, -1.606, -0.540, 0.522, -1.607, 0.282, 0.368, 0.470, 0.457, -0.404, 0.796, 0.483, -1.024, 0.113, 0.426, 0.478, 0.604, 0.281, 2.342, 0.459, 0.446, 0.577, 0.466, -1.931, 0.831, 2.319, -0.574, 0.629, -0.817, 0.501, 0.461, -0.886, 0.534, 0.500, 0.381, -0.772, 0.352, 0.415, 0.949, 0.423, -1.065, 0.492, -0.846, -1.768, 0.430, -1.722, -1.871, 0.431, -0.915, 0.656, 0.550, 0.251, 0.374, -0.965, 0.741, -0.701, 0.383, 1.145, 0.492, 0.436, -0.278, 0.427, 0.479, -0.756, -0.748, -0.002, -1.863, 0.246, 0.908, -0.186, 0.615, 0.341, -0.066, 0.423, 0.412, 0.377, -0.239, 0.498, -0.361, 0.196],
  "homo_energy_ha": -0.4905,
  "total_charge": 2,
  "orbital_gap_ev": 6.49
}